[1]
13 unconnected molecules or ions with the total composition C28H87N5O13 in a non-equilibrium geometry, computed with ωB97M-V/def2-TZVPD.

Cartesian coordinates (Å):
C (-2.85596, -1.51365, -0.98663)
C (-2.80222, -2.89963, -0.34903)
C (-2.08764, -2.78394, 0.96538)
O (-0.78015, -3.13428, 0.66533)
C (0.04644, -2.94784, 1.77549)
N (-4.24450, -3.26449, -0.10365)
H (-1.82835, -1.13114, -1.01900)
H (-3.53245, -0.89459, -0.35781)
H (-3.21546, -1.59495, -1.99265)
H (-2.16480, -3.41628, -1.06043)
H (-2.60653, -3.42663, 1.69173)
H (-2.06230, -1.77334, 1.28929)
H (-0.05937, -3.76523, 2.56900)
H (-0.30748, -2.00325, 2.28935)
H (1.12644, -2.89860, 1.51902)
H (-4.28659, -4.26756, -0.15153)
H (-4.82393, -2.97868, -0.91371)
C (-1.16972, 2.53481, 4.93765)
C (-0.22972, 2.09802, 6.09764)
C (0.26604, 0.67358, 5.86636)
O (-0.75493, -0.19571, 6.20407)
C (-0.40097, -1.51795, 6.57181)
N (0.94153, 3.12238, 6.20895)
H (-1.69942, 1.68715, 4.58020)
H (-0.66104, 2.98858, 4.09995)
H (-1.83237, 3.29737, 5.34359)
H (-0.80288, 1.99262, 7.06460)
H (1.15773, 0.54732, 6.54189)
H (0.55076, 0.54748, 4.78408)
H (-0.00781, -1.65065, 7.54125)
H (0.25519, -2.03970, 5.93576)
H (-1.34440, -1.99643, 6.55535)
H (0.56467, 4.04247, 6.47247)
H (1.59561, 2.69830, 6.86440)
C (2.51867, -5.33990, -2.93637)
C (1.57972, -4.82062, -1.85330)
C (0.99621, -3.42472, -2.20287)
O (0.49677, -3.45383, -3.51138)
C (-0.65480, -2.77210, -3.89619)
N (0.67318, -5.86971, -1.60827)
H (3.29720, -4.63437, -3.19643)
H (1.89710, -5.47584, -3.81168)
H (2.94761, -6.29145, -2.69948)
H (2.18355, -4.61346, -0.98744)
H (1.63119, -2.57973, -2.16793)
H (0.13809, -3.20104, -1.57922)
H (-1.54368, -3.19083, -3.36459)
H (-0.62267, -2.72638, -4.95587)
H (-0.53663, -1.69099, -3.48503)
H (0.32040, -6.17137, -2.51137)
H (-0.06466, -5.50473, -0.99864)
C (-4.83923, 0.00228, 5.15104)
C (-5.02761, 0.07665, 3.63952)
C (-3.79477, 0.38157, 2.82053)
O (-4.12794, 0.72743, 1.45653)
C (-4.41979, 2.11068, 1.40572)
N (-5.64838, -1.14735, 3.23262)
H (-5.77972, 0.12444, 5.70931)
H (-4.02504, 0.66878, 5.46351)
H (-4.47278, -0.97197, 5.40730)
H (-5.71673, 0.91986, 3.36843)
H (-3.16515, -0.51626, 2.76118)
H (-3.16235, 1.19865, 3.21113)
H (-4.22044, 2.28837, 0.34793)
H (-3.76885, 2.68715, 2.03405)
H (-5.51233, 2.28948, 1.55059)
H (-5.64522, -1.25757, 2.24272)
H (-5.09921, -1.96801, 3.49864)
C (2.07703, 0.18730, -6.06752)
C (0.88188, 0.85376, -6.69144)
C (0.50772, 0.29665, -8.04629)
O (0.02207, -1.04052, -7.96010)
C (-0.68096, -1.55592, -9.13535)
N (-0.30584, 0.64873, -5.74774)
H (2.89931, 0.24836, -6.79372)
H (1.95847, -0.90975, -5.89975)
H (2.31945, 0.78988, -5.25360)
H (1.04338, 1.87708, -6.80065)
H (1.34078, 0.23519, -8.77323)
H (-0.25451, 0.99745, -8.48165)
H (-0.07309, -1.46577, -10.05443)
H (-1.62943, -1.03314, -9.27417)
H (-0.90498, -2.63524, -8.98754)
H (-0.52623, -0.34803, -5.73526)
H (-1.11323, 1.08336, -6.13015)
O (-0.04753, 1.21378, -3.07182)
H (-0.98504, 1.20976, -2.74417)
H (-0.12185, 1.06227, -4.04015)
O (-0.96920, 4.27872, -0.59203)
H (-0.82001, 4.66565, 0.27431)
H (-0.24484, 4.35901, -1.14686)
O (-0.27239, 4.56562, 2.21869)
H (0.64057, 4.38304, 1.99570)
H (-0.10874, 5.36920, 2.74624)
O (-2.14808, 1.98220, -1.35564)
H (-1.72459, 2.87720, -1.07621)
H (-2.18596, 1.35312, -0.61624)
C (3.49162, 3.18114, -1.25622)
C (2.73679, 2.71886, -2.51131)
O (1.55718, 3.44234, -2.68173)
H (2.87887, 3.03759, -0.39594)
H (3.86618, 4.22616, -1.25695)
H (4.41621, 2.62391, -1.24066)
H (2.56067, 1.63785, -2.46718)
H (3.37274, 2.89231, -3.42465)
H (0.87752, 2.69848, -2.77174)
C (4.47438, 3.51563, 2.92105)
C (3.10065, 2.86853, 3.04963)
O (2.26073, 3.88498, 3.55040)
H (5.04205, 3.60634, 3.92667)
H (4.26135, 4.46621, 2.49093)
H (5.21468, 2.95766, 2.28987)
H (3.16531, 2.02630, 3.76848)
H (2.81384, 2.56741, 2.01571)
H (1.84371, 3.59687, 4.40134)
C (0.38347, 0.75960, 1.23613)
C (1.11094, 1.06980, -0.07965)
O (1.30739, 0.00792, -0.95924)
H (-0.60634, 0.39616, 1.05244)
H (0.32630, 1.75695, 1.72842)
H (0.94027, -0.00208, 1.78028)
H (2.07216, 1.35762, 0.30806)
H (0.64327, 1.89007, -0.55748)
H (0.72483, 0.06159, -1.72907)
C (4.97307, -0.42651, 1.03653)
C (4.36442, -1.53052, 0.26049)
O (3.01039, -1.60822, 0.39209)
H (4.57778, -0.39501, 2.05039)
H (4.86981, 0.58925, 0.56148)
H (6.03929, -0.66444, 1.15674)
H (4.84259, -2.48090, 0.51909)
H (4.67200, -1.24595, -0.77967)
H (2.46463, -1.02154, -0.17877)

Force components x, y, z for each atom (eV/Å):
C 0.1 0.2 1.0
C -1.9 2.2 -0.4
C -0.5 -1.3 -0.8
O 1.3 -0.8 0.3
C 0.3 0.1 2.0
N 0.9 -0.2 -1.3
H -0.2 0.3 0.0
H 0.5 0.0 -0.6
H -0.3 0.2 -0.7
H -0.4 -1.3 0.1
H 0.5 0.0 0.3
H -0.4 1.1 0.7
H -0.1 0.7 -1.0
H 0.8 -0.7 -0.3
H -0.8 0.2 -0.2
H -0.3 -0.6 0.4
H 0.6 0.0 0.6
C 0.7 0.7 1.6
C 0.1 1.1 -0.2
C 1.8 0.8 -0.3
O -0.2 -0.4 0.3
C -1.2 0.8 -0.4
N -1.6 -1.9 -0.7
H -0.7 -0.7 -0.1
H 0.5 0.0 -0.2
H -0.4 -0.1 -0.2
H 0.5 0.5 -0.9
H -0.4 -0.3 -0.6
H 0.1 0.0 0.9
H 0.6 0.5 1.5
H 0.9 -0.3 -1.4
H -0.9 -0.9 0.0
H 0.5 -0.8 0.3
H -0.1 0.9 0.2
C -0.4 0.9 -0.4
C 2.0 1.6 -0.6
C -1.9 -0.9 -0.5
O 0.5 -1.4 -2.0
C 0.8 2.0 3.3
N -1.3 -0.2 0.7
H 0.2 0.2 0.0
H 0.0 -0.1 -0.5
H 0.3 -0.5 0.5
H 0.2 -0.1 0.8
H 1.4 0.6 0.6
H 0.0 -0.1 0.8
H 0.2 0.1 -0.9
H -0.7 -0.2 -0.9
H -0.5 -1.2 -0.8
H -0.5 0.0 0.3
H -0.1 -0.6 -0.4
C 0.5 0.6 -0.2
C -0.7 1.1 0.0
C 1.0 -0.3 -0.5
O 0.4 -0.4 1.8
C -1.3 -0.8 -2.2
N -0.4 -1.4 0.0
H 0.4 0.3 -0.3
H -0.5 0.3 0.2
H 0.2 -0.8 0.1
H 0.2 -0.6 0.5
H 0.0 0.1 0.0
H -0.4 -0.3 0.1
H 0.0 0.9 0.1
H 0.2 0.5 0.4
H 0.8 0.2 0.4
H -0.3 0.4 -1.1
H 0.0 0.4 0.5
C 0.2 -1.2 -2.1
C -1.9 -3.1 0.8
C -0.5 -0.1 -1.8
O -0.8 -0.6 -0.4
C 0.7 0.1 0.7
N 1.6 -0.2 -0.3
H 0.0 0.1 0.2
H -0.2 1.0 0.4
H 0.7 0.3 1.9
H 0.3 1.8 -0.1
H 0.0 0.6 0.4
H 0.3 -0.7 0.1
H -0.1 0.1 0.4
H 0.0 0.1 0.0
H 0.3 0.8 0.2
H 0.2 0.2 -0.1
H -0.8 0.6 -0.4
O -1.0 -0.2 0.6
H 0.8 0.4 0.1
H 0.1 -0.1 -0.4
O -2.6 -0.4 1.1
H 0.3 0.0 0.3
H 2.6 0.5 -1.5
O -0.1 1.1 0.1
H 0.6 -0.7 0.0
H -0.5 -0.3 -0.1
O 0.5 0.8 0.1
H -0.8 -1.8 0.1
H 0.1 0.6 -0.1
C 0.7 0.6 -1.3
C 1.8 0.7 -0.5
O -2.0 -1.3 0.1
H -0.2 -0.2 0.7
H -0.7 -0.3 -0.4
H 0.3 -0.6 0.5
H -0.1 0.1 0.2
H -0.2 -0.2 0.7
H 0.4 1.3 -0.1
C 1.9 -1.3 1.2
C 1.3 -0.1 0.2
O -1.1 -0.1 0.6
H -1.3 0.2 -1.4
H 0.4 0.9 -0.3
H -0.9 0.3 0.2
H -0.4 0.1 -0.7
H -0.3 -0.2 0.8
H 0.2 0.1 -0.6
C 0.3 0.6 -0.8
C 0.0 -0.4 1.7
O 0.1 -1.0 -0.1
H -0.8 -0.2 0.0
H 0.0 -0.9 0.3
H 0.0 0.2 0.3
H 0.7 0.4 -0.4
H -0.4 0.9 -0.6
H -0.1 0.3 -0.2
C 1.0 1.3 1.0
C 1.2 0.8 -2.0
O -2.1 -0.6 0.4
H -0.2 0.1 0.1
H 0.0 -1.0 0.4
H 0.0 0.4 -0.1
H -0.3 0.0 0.0
H -0.3 -0.9 0.2
H 0.6 -0.3 0.0

- E_HOMO: -8.73 eV
- Charge: 0
- Largest force on an atom: 4.0 eV/A
- LUMO: 0.0188 Ha


[2]
A molecular structure, C28H88N2O17 in a non-equilibrium geometry, computed with ωB97M-V/def2-TZVPD.

Cartesian coordinates (Å):
C (-16.04402, 1.93480, -7.14836)
C (-17.28797, 1.32763, -6.47035)
O (-17.27801, -0.07578, -6.51577)
H (-15.96946, 1.55266, -8.16645)
H (-15.18010, 1.47152, -6.67182)
H (-15.84011, 3.00544, -7.16348)
H (-18.16749, 1.80819, -6.89883)
H (-17.34746, 1.67188, -5.43785)
H (-17.89156, -0.30283, -7.21833)
C (-14.08011, -1.64332, -16.28688)
C (-14.72757, -2.07237, -14.96239)
O (-15.60604, -0.98279, -14.58481)
H (-14.71156, -1.60125, -17.17435)
H (-13.34733, -2.39958, -16.56827)
H (-13.67284, -0.64298, -16.14003)
H (-13.92281, -2.13278, -14.22972)
H (-15.28569, -3.00864, -14.96625)
H (-15.19582, -0.22525, -14.16119)
C (-14.35238, -3.98132, -6.67023)
C (-13.06105, -4.85579, -6.63982)
O (-12.04627, -4.22320, -5.88662)
H (-14.65549, -3.76032, -5.64681)
H (-15.10852, -4.59407, -7.16103)
H (-14.23869, -3.01019, -7.15197)
H (-12.52567, -4.92821, -7.58650)
H (-13.19318, -5.79564, -6.10382)
H (-11.21311, -4.64566, -6.10791)
C (-10.60242, -4.02096, -12.17340)
C (-10.52021, -2.53622, -11.74207)
O (-10.42780, -1.76144, -12.91928)
H (-9.75423, -4.06714, -12.85645)
H (-11.49285, -4.31979, -12.72651)
H (-10.39462, -4.59529, -11.27060)
H (-9.63256, -2.36004, -11.13450)
H (-11.34885, -2.19730, -11.12030)
H (-9.73316, -1.10175, -12.85687)
C (-15.47368, -1.49721, -5.41423)
C (-14.69036, -0.18336, -5.58983)
O (-13.70075, -0.37270, -6.58387)
H (-15.85911, -1.84016, -6.37441)
H (-16.30093, -1.37103, -4.71578)
H (-14.85261, -2.25974, -4.94421)
H (-14.23898, 0.14219, -4.65260)
H (-15.49989, 0.47383, -5.90742)
H (-13.02540, -0.95537, -6.22892)
O (-13.36306, -6.03274, -9.38318)
H (-13.84813, -5.38955, -9.90013)
H (-13.28198, -6.79233, -9.95998)
O (-14.97817, 2.57750, -10.01675)
H (-15.48000, 1.98505, -10.57656)
H (-15.45941, 3.40426, -10.04997)
O (-13.46103, 0.03460, -14.22772)
H (-12.78460, 0.67049, -14.46078)
H (-13.04795, -0.81743, -14.36785)
O (-13.00733, 1.70243, -6.50335)
H (-13.63657, 1.19261, -7.01361)
H (-13.49195, 2.48331, -6.23576)
O (-13.95677, 1.35032, -12.37474)
H (-13.16061, 0.84311, -12.21630)
H (-14.18277, 1.16385, -13.28598)
O (-17.08139, -3.00092, -10.57116)
H (-16.51373, -3.69526, -10.90569)
H (-17.37027, -3.31845, -9.71561)
O (-11.40148, 0.53296, -7.94231)
H (-11.55874, 1.47432, -7.86913)
H (-12.10427, 0.13180, -7.43105)
O (-12.28582, -1.85675, -14.41889)
H (-11.82864, -2.16609, -13.63690)
H (-11.62659, -1.35687, -14.90032)
O (-12.97797, -4.33355, -14.21912)
H (-12.05101, -4.12111, -14.32798)
H (-13.44008, -3.54686, -14.50862)
O (-17.13866, -0.91070, -10.77118)
H (-16.18404, -0.96545, -10.72709)
H (-17.43784, -1.80665, -10.61630)
C (-15.69229, -0.28132, -8.36650)
C (-14.51632, -0.98461, -9.19223)
C (-14.38393, -2.37714, -8.52446)
C (-13.41794, -3.34133, -9.33043)
C (-13.95155, -3.46848, -10.72218)
C (-14.13414, -2.10411, -11.38250)
N (-14.88893, -1.16214, -10.59077)
O (-15.36770, 0.02033, -11.28676)
C (-12.86141, -1.43751, -11.99702)
C (-14.99964, -2.45664, -12.65318)
C (-13.24744, -0.16544, -8.92755)
H (-15.91491, 0.69542, -8.79604)
H (-15.52717, -0.19164, -7.29283)
H (-16.56549, -0.93309, -8.33808)
H (-14.02809, -2.15611, -7.51817)
H (-15.38638, -2.80510, -8.51796)
H (-13.24082, -4.27494, -8.79649)
H (-12.37755, -3.01895, -9.37216)
H (-14.81180, -4.13780, -10.73025)
H (-13.14703, -3.99600, -11.23459)
H (-12.21553, -1.13955, -11.17109)
H (-12.40191, -2.28808, -12.50050)
H (-13.06686, -0.69602, -12.76909)
H (-15.16573, -1.53047, -13.20338)
H (-14.48378, -3.10725, -13.35937)
H (-16.00183, -2.71320, -12.30979)
H (-13.52146, 0.62409, -8.22779)
H (-12.94684, 0.42981, -9.78976)
H (-12.42940, -0.70805, -8.45373)
H (-14.61330, 0.61162, -11.34046)
C (-18.32730, -6.57412, -8.47094)
C (-18.41823, -5.29755, -9.21958)
C (-19.79896, -4.58711, -9.12305)
C (-20.16604, -3.82997, -7.85518)
C (-19.02217, -2.78299, -7.49747)
C (-17.63830, -3.42784, -7.62105)
N (-17.45553, -4.26893, -8.83539)
O (-16.12341, -4.63076, -9.04345)
C (-16.66911, -2.19425, -7.70447)
C (-17.22824, -4.18161, -6.28420)
C (-18.26043, -5.54348, -10.74421)
H (-17.44619, -7.17644, -8.69216)
H (-19.21585, -7.15402, -8.72058)
H (-18.45120, -6.44045, -7.39628)
H (-19.94015, -3.90565, -9.96196)
H (-20.50646, -5.37405, -9.38429)
H (-20.12157, -4.57264, -7.05860)
H (-21.08527, -3.24421, -7.85385)
H (-19.24559, -2.42569, -6.49223)
H (-19.19291, -1.89244, -8.10234)
H (-15.63744, -2.45494, -7.46826)
H (-16.59130, -1.72765, -8.68647)
H (-16.92265, -1.38049, -7.02504)
H (-16.87533, -3.49508, -5.51463)
H (-18.09898, -4.80532, -6.08195)
H (-16.46336, -4.93519, -6.47171)
H (-19.09745, -6.12157, -11.13573)
H (-17.39603, -6.14513, -11.02516)
H (-18.30578, -4.62182, -11.32436)
H (-15.92519, -5.30718, -8.39171)

Force components x, y, z for each atom (eV/Å):
C 0.2 0.9 0.1
C 0.3 3.0 0.4
O -3.3 2.5 1.2
H -0.5 2.8 1.7
H -0.6 1.6 -0.8
H -0.9 0.3 0.5
H -0.3 -0.6 -0.4
H 0.2 -0.3 0.4
H -0.4 0.3 0.0
C -0.5 -1.0 -0.8
C -0.2 3.2 -3.0
O -2.4 -0.8 -2.3
H -0.6 0.1 0.3
H 0.5 0.2 0.0
H 0.1 -0.5 -0.5
H -1.6 0.1 -1.7
H -0.3 0.3 -0.4
H 0.4 -0.5 -0.5
C 1.7 -3.3 2.2
C 0.4 0.8 0.3
O 0.7 1.5 1.4
H 0.1 -1.0 -0.1
H 0.9 0.6 0.3
H 0.1 -4.3 2.5
H -1.1 -1.0 0.0
H -0.6 -0.5 -0.7
H 0.0 0.1 0.1
C 1.1 1.4 0.4
C 1.2 -1.4 1.3
O 1.2 0.7 0.1
H 0.1 -0.7 0.0
H 0.0 0.1 0.8
H -0.3 -0.5 -0.3
H 0.3 -0.3 -0.1
H 1.3 -1.0 -0.1
H 0.0 0.0 0.2
C 1.4 0.3 2.4
C -1.0 -2.4 2.2
O -0.5 -2.6 1.8
H 1.3 0.5 2.9
H -0.1 0.3 0.0
H 0.2 0.3 0.0
H 0.0 0.3 0.0
H 1.6 -0.5 1.1
H 0.2 -0.2 0.5
O 0.0 -1.2 -0.2
H -0.2 -0.1 -0.2
H 0.0 -0.4 -0.1
O 0.2 0.4 0.4
H -0.3 -0.3 -0.2
H -0.1 0.2 0.0
O -0.3 4.3 -1.4
H 0.2 0.4 -0.1
H 0.2 -0.9 -0.2
O 0.5 3.2 1.0
H 0.3 0.6 0.3
H 0.1 0.5 0.1
O 1.6 3.6 0.0
H 0.3 0.2 -0.1
H -0.1 -0.1 0.3
O 1.6 -2.8 -3.8
H -0.1 0.0 -0.2
H -0.8 -0.6 0.6
O 3.9 1.0 0.9
H 0.1 0.2 0.4
H 1.0 1.0 0.7
O 3.2 -1.6 -3.0
H 0.7 0.5 -0.3
H 0.7 -0.4 -0.4
O 0.0 -1.1 0.0
H 0.0 -0.1 -0.5
H 0.2 -0.3 -0.4
O -5.9 3.6 0.5
H -2.7 -1.8 0.7
H -0.4 1.8 -0.8
C 2.2 1.6 -3.0
C -0.9 0.6 1.3
C 3.5 1.4 -6.3
C -0.1 1.4 2.2
C 1.7 0.2 0.7
C -1.4 0.2 -3.3
N 2.1 -0.3 1.1
O 3.4 -0.1 0.6
C -1.4 -1.6 1.7
C 0.0 0.8 3.0
C -2.3 0.0 -1.5
H 0.6 -2.6 -1.5
H 0.8 -0.2 -2.2
H 1.5 7.3 -0.9
H 0.5 3.0 -2.4
H 3.3 -0.8 -2.2
H -0.9 0.9 -0.5
H 0.2 0.8 -0.1
H -0.2 0.6 -0.4
H -0.2 0.0 -0.7
H -0.6 1.0 -0.5
H -0.9 0.4 1.4
H -0.1 -0.6 1.7
H -0.2 -1.1 2.2
H -1.0 -0.8 2.7
H 0.3 -0.4 -0.5
H 0.0 -0.6 -1.8
H 0.4 -0.5 -0.3
H -1.3 -1.2 -2.0
H 0.1 0.0 -0.2
C -0.8 -0.8 0.9
C -0.4 1.8 -1.5
C -0.9 0.0 -0.6
C 2.2 0.3 0.8
C -1.8 -1.8 -0.7
C 2.1 1.0 2.2
N -1.4 -1.3 3.7
O -0.5 -0.9 0.3
C -4.5 -5.8 0.8
C -1.6 -0.9 -1.7
C -0.4 -0.6 -0.4
H 0.1 0.1 0.0
H 0.1 -0.3 -0.3
H 0.4 0.1 0.1
H 0.6 0.2 -0.2
H -0.3 -0.1 0.4
H -0.6 0.1 0.4
H -0.3 -0.7 -0.3
H 0.6 -0.2 0.3
H 0.5 -0.1 -0.6
H -3.1 0.1 0.9
H -1.6 -5.7 -1.5
H -0.9 -2.7 -0.8
H -0.5 -0.3 0.1
H -0.2 0.3 1.1
H -0.4 0.3 0.2
H -0.3 -0.2 0.4
H 0.3 0.2 0.2
H 0.3 -0.1 0.3
H 0.2 -0.5 0.1

- E_HOMO: -6.95 eV
- Charge: 0
- Largest force on an atom: 7.5 eV/A
- LUMO: -0.0053 Ha


Calculated energy relative to the best compared isomer or geometry (same formula, charge and spin) in order - 223.58 3419.51 kJ/mol
Calculated frontier orbital gap in order - 9.24 6.81 eV